8
Properties=species:S:1:pos:R:3 method="wB97M-V/def2-TZVPD" charge=0 e_above_lowest_kcal_mol=95.4 multiplicity=3 homo_ev="-7.016 / -9.709" s_squared=2.02 gap_ev="7.035 / 7.537"
C -1.136 0.949 0.180
C -0.850 -1.057 -0.338
C 0.017 0.699 -0.284
C 0.352 -0.728 0.216
I 2.060 -1.890 -0.550
H -2.019 1.545 0.509
H 0.893 0.992 -0.958
H 0.683 -0.509 1.225

---

16
Properties=species:S:1:pos:R:3 method="wB97M-V/def2-TZVPD" charge=0 e_above_lowest_kcal_mol=78.6 smiles=c1ccccc1.C#C homo_ev=-9.050 gap_ev=10.146
C -1.662 0.035 -0.843
C -1.339 -1.206 -0.359
C -0.401 -1.182 0.707
C -0.057 -0.056 1.226
C -0.385 1.229 0.676
C -1.272 1.312 -0.372
H -2.459 0.096 -1.515
H -1.601 -2.088 -0.924
H -0.069 -1.990 1.242
H 0.907 -0.051 1.917
H -0.015 2.138 1.043
H -1.633 2.238 -0.660
C 2.814 0.458 -0.499
C 2.259 -0.629 -0.456
H 3.320 1.416 -0.608
H 1.807 -1.531 -0.970

---

29
Properties=species:S:1:pos:R:3 method="wB97M-V/def2-TZVPD" charge=-1 homo_ev=-4.072 gap_ev=6.372
C 0.628 2.215 2.355
C -0.666 1.518 1.914
B -2.011 2.363 1.975
O -1.830 3.743 1.929
Ga -3.901 1.388 2.092
I -5.753 3.242 2.654
H 1.513 1.808 1.855
H 0.792 2.098 3.430
H 0.596 3.284 2.137
H -0.575 1.266 0.846
H -0.793 0.565 2.439
H -2.402 4.177 1.292
H -3.992 0.290 3.248
H -4.381 0.735 0.705
O 1.062 -0.290 -0.817
S 1.853 -1.476 -0.918
O 3.230 -1.368 -1.301
O 1.112 -2.496 -1.885
C 0.659 -1.972 -3.163
C 1.784 -1.824 -4.161
C 1.722 -2.416 0.560
H 0.142 -1.030 -2.982
H -0.076 -2.705 -3.491
H 2.483 -1.046 -3.860
H 1.361 -1.559 -5.131
H 2.335 -2.759 -4.261
H 0.670 -2.503 0.820
H 2.260 -1.857 1.322
H 2.179 -3.388 0.398

---

26
Properties=species:S:1:pos:R:3 method="wB97M-V/def2-TZVPD" charge=0 e_above_lowest_kcal_mol=50.7 homo_ev=-7.559 gap_ev=8.462
C -1.309 -0.448 -1.060
C -1.231 2.269 -0.053
C -0.921 0.646 1.659
N -1.470 0.903 0.352
N -2.673 -0.358 -1.304
N -0.887 -1.625 -0.514
H -0.620 -0.019 -1.788
H -2.871 0.360 -1.991
H -1.549 -2.056 0.118
H 0.065 -1.624 -0.139
H -2.935 0.082 -0.337
H -0.158 2.533 -0.085
H -1.716 2.989 0.624
H -1.638 2.442 -1.054
H -1.408 1.260 2.431
H 0.160 0.869 1.728
H -1.077 -0.400 1.941
C 2.214 0.045 -0.425
N 1.944 -1.137 0.389
N 2.996 -2.118 0.374
H 1.834 -0.858 1.359
H 3.775 -1.821 -0.218
H 2.648 -2.964 -0.067
H 3.199 0.487 -0.223
H 2.189 -0.245 -1.479
H 1.439 0.789 -0.239

---

122
Properties=species:S:1:pos:R:3 method="wB97M-V/def2-TZVPD" charge=+2 e_above_lowest_kcal_mol=0.0 multiplicity=2 homo_ev="-11.935 / -11.935" s_squared=0.75 gap_ev="7.329 / 4.792"
Cu -0.209 0.320 0.273
C -2.807 1.159 -4.028
N -2.581 1.563 -2.625
C -2.138 0.758 -1.575
N -2.033 1.503 -0.448
C -2.432 2.808 -0.762
C -2.842 2.834 -2.099
C -3.277 3.989 -2.882
C -2.759 4.197 -4.167
C -2.975 5.399 -4.805
C -3.776 6.422 -4.260
C -4.359 6.189 -3.013
C -4.094 4.996 -2.307
C -2.310 3.827 0.267
C -2.484 3.443 1.602
C -2.060 4.286 2.632
C -1.614 5.572 2.368
C -1.488 5.992 1.032
C -1.937 5.170 0.008
P -1.871 -1.001 -1.664
C -0.076 -1.469 -1.778
N 0.731 -1.326 -0.753
C 1.879 -2.089 -0.978
C 1.754 -2.729 -2.217
N 0.472 -2.359 -2.704
C 0.004 -2.562 -4.074
C 2.716 -3.625 -2.950
C 2.527 -5.005 -3.132
C 3.452 -5.813 -3.820
C 4.560 -5.236 -4.433
C 4.777 -3.862 -4.276
C 3.853 -3.066 -3.562
C 2.904 -2.238 0.084
C 2.598 -1.697 1.337
C 3.350 -2.043 2.464
C 4.449 -2.924 2.345
C 4.814 -3.377 1.062
C 4.098 -2.961 -0.052
C -2.306 -1.508 0.074
N -1.578 -1.141 1.158
C -2.119 -1.796 2.265
C -3.207 -2.590 1.867
N -3.266 -2.432 0.443
C -4.219 -3.015 -0.460
C -4.127 -3.406 2.654
C -3.599 -4.168 3.700
C -4.409 -4.970 4.537
C -5.792 -4.991 4.341
C -6.353 -4.216 3.287
C -5.559 -3.393 2.510
C -1.610 -1.571 3.650
C -0.241 -1.659 3.894
C 0.304 -1.399 5.156
C -0.533 -0.939 6.180
C -1.924 -0.829 5.950
C -2.484 -1.231 4.737
H -3.014 0.099 -4.070
H -1.944 1.448 -4.639
H -3.697 1.652 -4.422
H -2.147 3.436 -4.626
H -2.459 5.621 -5.727
H -3.914 7.395 -4.746
H -4.923 6.988 -2.511
H -4.596 4.796 -1.393
H -2.907 2.445 1.822
H -2.084 3.965 3.664
H -1.273 6.229 3.152
H -1.145 7.009 0.812
H -1.770 5.477 -1.058
H 0.676 -2.113 -4.821
H -0.996 -2.080 -4.136
H -0.130 -3.633 -4.284
H 1.687 -5.478 -2.670
H 3.240 -6.879 -3.905
H 5.288 -5.841 -4.969
H 5.657 -3.391 -4.691
H 4.062 -1.991 -3.442
H 1.771 -0.983 1.422
H 3.069 -1.584 3.407
H 4.970 -3.266 3.247
H 5.727 -3.932 0.930
H 4.505 -3.168 -1.061
H -4.524 -4.002 -0.153
H -3.781 -3.049 -1.452
H -5.134 -2.418 -0.563
H -2.528 -4.191 3.805
H -3.920 -5.513 5.327
H -6.464 -5.532 4.989
H -7.413 -4.224 3.180
H -6.038 -2.673 1.835
H 0.375 -1.941 3.061
H 1.351 -1.482 5.346
H -0.168 -0.645 7.157
H -2.529 -0.414 6.743
H -3.554 -1.188 4.608
O -0.032 1.347 2.329
H -0.417 0.636 2.885
H -0.811 1.883 2.064
C 2.153 3.524 1.265
C 1.766 3.196 -0.152
N 1.073 2.127 -0.592
C 0.992 2.243 -1.965
C 1.597 3.398 -2.358
N 2.095 3.982 -1.200
H 2.299 2.575 1.808
H 1.366 4.094 1.776
H 3.080 4.125 1.349
H 0.445 1.485 -2.562
H 1.702 3.904 -3.341
H 2.646 4.827 -1.099
N 7.396 1.445 1.969
C 6.663 1.095 0.884
C 5.277 0.915 0.909
N 4.564 0.713 -0.179
C 5.243 0.635 -1.347
C 6.599 0.908 -1.384
N 7.314 1.051 -0.301
H 6.984 1.343 2.891
H 8.405 1.372 1.853
H 4.720 0.969 1.857
H 4.685 0.432 -2.249
H 7.079 1.029 -2.332

---

24
Properties=species:S:1:pos:R:3 method="wB97M-V/def2-TZVPD" charge=0 e_above_lowest_kcal_mol=63.8 homo_ev="-7.213 / -8.107" gap_ev="6.818 / 8.466"
C 0.862 1.155 0.236
C 0.344 -0.217 -0.153
C -1.158 -0.010 0.549
C 1.173 -1.334 -0.103
C -1.477 1.364 0.027
C 0.852 -2.733 -0.700
C 2.566 -1.285 0.423
C -2.532 2.185 0.749
O -0.204 2.082 0.086
O -1.815 1.278 -1.348
Br -2.551 -1.273 0.261
H 1.024 1.182 1.297
H 1.670 1.541 -0.258
H -0.317 -0.187 -1.017
H 1.661 -3.384 -0.327
H 0.864 -2.779 -1.779
H -0.103 -2.894 -0.385
H 3.199 -1.527 -0.439
H 2.744 -1.891 1.266
H 2.858 -0.311 0.785
H -2.512 3.173 0.370
H -2.360 2.110 1.846
H -3.397 1.689 0.424
H -1.392 2.067 -1.811

---

Number 1: total energy -12287.8521 eV. Number 2: total energy -8421.6130 eV. Number 3: total energy -85625.3259 eV. Number 4: total energy -11871.1625 eV. Number 5: total energy -131271.7838 eV. Number 6: total energy -82639.4974 eV.